The molecule C7H5BrClF3. Source: the OMol25 dataset; level of theory: ωB97M-V/def2-TZVPD.

Summary:
- Charge: 0
- Kohn-Sham gap: 9.688 eV
- HOMO energy: -9.28 eV
- SMILES: FC(F)(F)/C(Br)=C/C=C\C=C\Cl
- Lowest unoccupied orbital energy: 0.413 eV

Cartesian coordinates (Å):
C (-0.57, -0.30, -0.74)
C (0.33, -1.01, -0.06)
C (-0.72, 1.14, -0.86)
C (1.47, -0.52, 0.71)
C (-0.73, 2.02, 0.14)
C (2.62, -0.08, 0.21)
C (3.76, 0.42, 1.05)
F (3.86, 1.75, 1.02)
F (3.60, 0.08, 2.34)
F (4.94, -0.07, 0.66)
Cl (-1.02, 3.69, -0.11)
Br (2.91, 0.13, -1.65)
H (-1.32, -0.85, -1.30)
H (0.23, -2.09, -0.04)
H (-0.95, 1.49, -1.86)
H (1.40, -0.64, 1.79)
H (-0.55, 1.76, 1.17)

---

A cluster of 2 separate species, C7H5Cl2N4S in total. Source: the OMol25 dataset; level of theory: ωB97M-V/def2-TZVPD.

Summary:
- Charge: +1
- Kohn-Sham gap (alpha / beta): 5.696 / 6.317 eV
- HOMO energy (alpha / beta): -12.24 / -12.30 eV
- Energy relative to the best compared isomer or geometry (same formula, charge and spin): 74.57 kcal per mole
- Lowest unoccupied orbital energy (alpha / beta): -6.541 / -5.983 eV

Cartesian coordinates (Å):
C (0.77, 0.53, -0.71)
C (0.82, -2.02, 0.48)
C (-0.40, -0.06, -0.21)
C (-0.37, -1.32, 0.45)
C (1.95, -0.18, -0.66)
C (1.97, -1.45, 0.00)
C (-2.70, 0.27, 0.23)
N (3.45, 3.54, 0.86)
N (3.72, 2.57, 1.28)
N (-1.62, 0.61, -0.33)
N (-3.96, 0.58, 0.18)
S (-1.76, -2.10, 1.03)
Cl (3.39, 0.48, -1.27)
Cl (3.42, -2.37, -0.03)
H (0.88, 1.57, -1.23)
H (0.95, -3.07, 0.94)
H (-1.72, 1.41, -0.97)
H (-4.23, 1.17, -0.59)
H (-4.54, -0.16, 0.54)

---

The ion C7H5ClN3 with charge +1. Source: the OMol25 dataset; level of theory: ωB97M-V/def2-TZVPD.

Summary:
- Charge: +1
- Kohn-Sham gap (alpha / beta): 6.591 / 6.654 eV
- HOMO energy (alpha / beta): -13.54 / -13.44 eV
- Energy relative to the best compared isomer or geometry (same formula, charge and spin): 32.92 kcal per mole
- Lowest unoccupied orbital energy (alpha / beta): -6.954 / -6.783 eV

Cartesian coordinates (Å):
C (0.31, -0.42, 1.49)
C (-1.50, 2.44, 0.59)
C (-1.00, 2.17, -0.66)
C (1.02, -1.43, 0.81)
C (0.85, -1.81, -0.47)
C (-0.40, 0.61, 0.96)
C (0.78, -2.44, -1.59)
N (0.37, 0.41, -1.39)
N (-1.21, 1.47, 1.47)
N (-0.25, 1.03, -0.59)
Cl (2.26, -2.26, 1.70)
H (0.44, -0.38, 2.57)
H (-2.09, 3.29, 0.88)
H (-1.05, 2.74, -1.57)
H (1.03, -1.96, -2.53)
H (0.44, -3.46, -1.66)

---

The ion C7H5F2N2 with charge +1. Source: the OMol25 dataset; level of theory: ωB97M-V/def2-TZVPD.

Summary:
- Charge: +1
- Kohn-Sham gap: 8.026 eV
- HOMO energy: -14.20 eV
- SMILES: Cc1ccc(F)c([N+]#N)c1F
- Lowest unoccupied orbital energy: -6.176 eV

Cartesian coordinates (Å):
C (0.21, 1.31, -0.48)
C (1.39, 0.88, -0.98)
C (-0.75, 0.56, 0.27)
C (1.14, -1.37, -0.01)
C (1.88, -0.42, -0.76)
C (-0.50, -0.69, 0.65)
C (-2.07, 1.19, 0.75)
N (1.24, -3.73, 0.41)
N (1.18, -2.65, 0.14)
F (2.89, -0.94, -1.38)
F (-1.13, -1.59, 1.33)
H (-0.21, 2.34, -0.57)
H (1.97, 1.46, -1.68)
H (-2.41, 0.51, 1.62)
H (-2.09, 2.29, 0.80)
H (-2.74, 0.84, -0.11)

---

The ion C7H5F2O4S with charge -1. Source: the OMol25 dataset; level of theory: ωB97M-V/def2-TZVPD.

Summary:
- Charge: -1
- Kohn-Sham gap: 7.591 eV
- HOMO energy: -3.97 eV
- SMILES: O=S(=O)([O-])O[C@H]1C=CC=CC1=C(F)F
- Lowest unoccupied orbital energy: 3.617 eV

Cartesian coordinates (Å):
C (-0.08, -2.13, -0.44)
C (0.07, -1.58, 0.79)
C (0.47, -1.44, -1.51)
C (0.53, -0.13, 1.00)
C (0.84, -0.16, -1.54)
C (0.78, 0.60, -0.32)
C (0.73, 1.96, -0.26)
O (-0.44, 0.59, 1.78)
O (-1.96, -0.24, 0.10)
O (-2.78, 1.15, 1.90)
O (-1.41, 2.21, 0.17)
F (1.05, 2.67, -1.36)
F (1.05, 2.76, 0.78)
S (-1.74, 0.93, 0.90)
H (-0.50, -3.13, -0.58)
H (-0.10, -1.89, 1.81)
H (0.54, -2.01, -2.37)
H (1.49, -0.26, 1.60)
H (1.45, 0.11, -2.45)

---

A cluster of 2 separate species, C7H5FN2 in total. Source: the OMol25 dataset; level of theory: ωB97M-V/def2-TZVPD.

Summary:
- Charge: 0
- Kohn-Sham gap: 7.541 eV
- HOMO energy: -9.79 eV
- Energy relative to the best compared isomer or geometry (same formula, charge and spin): 34.94 kcal per mole
- Lowest unoccupied orbital energy: -2.246 eV

Cartesian coordinates (Å):
C (1.39, -2.28, 2.79)
C (-0.57, 0.78, -0.61)
C (-0.62, 0.72, 0.77)
C (0.20, -0.16, -1.32)
C (0.12, -0.21, 1.51)
C (0.82, -1.17, -0.61)
C (0.76, -1.24, 0.82)
N (1.37, -2.64, 3.89)
N (1.36, -2.25, 1.49)
F (3.02, -2.37, 1.02)
H (-1.08, 1.48, -1.30)
H (-1.22, 1.55, 1.30)
H (0.33, -0.14, -2.31)
H (0.24, -0.31, 2.56)
H (1.54, -1.96, -1.09)

---

The ion C7H5N2O3S with charge +1. Source: the OMol25 dataset; level of theory: ωB97M-V/def2-TZVPD.

Summary:
- Charge: +1
- Kohn-Sham gap: 7.467 eV
- HOMO energy: -13.52 eV
- Energy relative to the best compared isomer or geometry (same formula, charge and spin): 116.75 kcal per mole
- Lowest unoccupied orbital energy: -6.049 eV

Cartesian coordinates (Å):
N (-3.77, 0.92, 1.55)
C (-2.83, 0.18, 1.31)
O (-1.58, -0.48, 1.31)
C (-0.80, -0.15, 0.17)
C (-1.26, 0.68, -1.06)
N (-0.35, 0.90, -2.20)
C (1.00, 0.39, -2.26)
C (1.62, -0.45, -1.09)
C (0.68, -0.72, 0.13)
C (1.17, -1.60, 1.38)
O (1.60, -2.76, 1.18)
O (1.06, -1.07, 2.73)
S (1.60, 0.56, 2.56)
H (-2.30, 1.12, -1.11)
H (-0.67, 1.44, -3.03)
H (1.70, 0.55, -3.17)
H (2.68, -0.89, -1.10)
H (0.47, 1.38, 2.70)

---

A structure of composition C7H5N2OS2. Source: the OMol25 dataset; level of theory: ωB97M-V/def2-TZVPD.

Summary:
- Charge: -1
- Kohn-Sham gap: 6.855 eV
- HOMO energy: -3.46 eV
- Energy relative to the best compared isomer or geometry (same formula, charge and spin): 0.00 kcal per mole
- Lowest unoccupied orbital energy: 3.398 eV

Cartesian coordinates (Å):
C (-0.98, 2.43, -0.33)
C (-0.70, 1.49, 0.62)
C (-1.17, 2.03, -1.59)
C (-0.43, 0.20, 0.27)
C (-0.54, -0.11, -1.13)
C (2.08, -2.19, 0.81)
C (0.19, -2.06, 0.47)
N (-0.98, 0.75, -2.00)
N (0.00, -0.76, 1.15)
O (2.44, -1.24, 1.48)
S (2.78, -3.44, 0.03)
S (-0.12, -1.84, -1.30)
H (-1.10, 3.51, -0.13)
H (-0.61, 1.90, 1.58)
H (-1.47, 2.72, -2.48)
H (-0.23, -2.89, 0.98)
H (0.83, -0.51, 1.57)

---

The ion C7H5N3O4 with charge -2. Source: the OMol25 dataset; level of theory: ωB97M-V/def2-TZVPD.

Summary:
- 2S+1: 3
- Charge: -2
- Kohn-Sham gap (alpha / beta): 3.944 / 4.664 eV
- HOMO energy (alpha / beta): 2.40 / -1.57 eV
- Lowest unoccupied orbital energy (alpha / beta): 6.346 / 3.096 eV

Cartesian coordinates (Å):
C (1.39, 0.33, -1.87)
C (1.46, -1.62, -0.71)
C (0.76, 1.36, 1.71)
C (-1.32, -1.52, -0.19)
C (-1.19, 0.97, -0.72)
C (-0.02, 0.00, 1.44)
C (-0.52, -0.18, 0.00)
N (1.84, 0.96, -2.74)
N (2.19, -2.49, -0.47)
N (0.87, -0.44, -0.92)
O (0.13, 2.43, 1.67)
O (-2.38, -1.56, 0.44)
O (1.91, 1.24, 2.09)
O (-0.68, -2.41, -0.79)
H (-0.74, 2.00, -0.52)
H (-2.22, 0.96, -0.26)
H (-1.31, 0.86, -1.83)
H (0.71, -0.80, 1.59)
H (-0.90, -0.10, 2.09)

---

The ion C7H5N4S with charge -1. Source: the OMol25 dataset; level of theory: ωB97M-V/def2-TZVPD.

Summary:
- Charge: -1
- Kohn-Sham gap: 7.260 eV
- HOMO energy: -3.80 eV
- Energy relative to the best compared isomer or geometry (same formula, charge and spin): 1.45 kcal per mole
- Lowest unoccupied orbital energy: 3.457 eV

Cartesian coordinates (Å):
C (-2.51, -0.77, -0.19)
C (-1.56, -1.47, 0.51)
C (-2.28, 0.50, -0.71)
C (-0.32, -0.84, 0.62)
C (-1.05, 1.14, -0.62)
C (0.00, 0.36, 0.10)
C (3.24, -0.39, -0.02)
N (3.84, 0.69, 0.09)
N (3.13, 1.90, 0.49)
N (1.90, 1.85, 0.49)
N (1.29, 0.74, 0.23)
S (3.14, -1.98, -0.37)
H (-3.55, -1.18, -0.39)
H (-1.72, -2.44, 0.87)
H (-3.07, 1.04, -1.27)
H (0.48, -1.31, 1.17)
H (-0.96, 2.15, -1.00)

---

The molecule C7H5NO. Source: the OMol25 dataset; level of theory: ωB97M-V/def2-TZVPD.

Summary:
- Charge: 0
- Kohn-Sham gap: 9.540 eV
- HOMO energy: -8.95 eV
- SMILES: c1ccc2ocnc2c1
- Energy relative to the best compared isomer or geometry (same formula, charge and spin): 3.71 kcal per mole
- Lowest unoccupied orbital energy: 0.587 eV

Cartesian coordinates (Å):
C (-1.06, 1.46, -1.96)
C (-0.21, -0.30, -0.96)
C (0.19, -1.58, -0.33)
C (0.51, -1.56, 1.02)
C (0.68, -0.37, 1.76)
C (0.38, 0.85, 1.15)
C (-0.11, 0.78, -0.15)
H (-1.48, 2.14, -2.65)
H (0.18, -2.44, -0.93)
H (0.80, -2.49, 1.44)
H (1.03, -0.39, 2.82)
H (0.38, 1.82, 1.69)
N (-0.74, 0.17, -2.13)
O (-0.57, 1.91, -0.77)

---

A cluster of 2 separate species, C7H5NO2 in total. Source: the OMol25 dataset; level of theory: ωB97M-V/def2-TZVPD.

Summary:
- Charge: 0
- Kohn-Sham gap: 8.754 eV
- HOMO energy: -9.89 eV
- SMILES: C#CC#C[N+](=O)[O-].C#CC
- Energy relative to the best compared isomer or geometry (same formula, charge and spin): 216.54 kcal per mole
- Lowest unoccupied orbital energy: -1.138 eV

Cartesian coordinates (Å):
C (-1.52, -2.68, 0.20)
C (-2.37, -1.65, 0.23)
C (-0.70, -3.59, 0.42)
C (-0.73, 2.15, 1.21)
C (-3.10, -0.74, 0.00)
C (-0.01, 1.65, 0.37)
C (0.55, 0.71, -0.56)
N (-3.85, 0.46, -0.15)
O (-4.09, 1.03, 0.88)
O (-4.16, 0.78, -1.26)
H (0.14, -4.20, 0.25)
H (-1.38, 2.37, 2.01)
H (-0.15, 0.45, -1.22)
H (0.96, -0.09, -0.05)
H (1.51, 1.09, -1.07)

---

Max |F| (eV Å⁻¹)
0.7; 4.5; 2.5; 7.8; 4.1; 4.6; 6.8; 4.7; 7.8; 4.7; 5.0; 5.4